Formula: C41H48CsN11S
Source: the Open Molecules 2025 dataset
Level of theory: the ωB97M-V functional and the def2-TZVPD basis

```
! RIJCOSX wB97M-V def2-TZVPD def2/J DEFGRID3
* xyz 0 1
Cs 0.38 0.39 0.48
C 5.01 2.27 3.52
C 4.30 3.11 2.68
C 2.93 2.97 2.54
C 2.22 1.98 3.22
C 2.96 1.11 4.04
C 4.33 1.26 4.19
N 0.86 1.81 2.99
C 0.01 1.70 4.01
C 0.35 2.06 5.36
C -0.54 1.99 6.39
C -1.87 1.55 6.18
C -2.25 1.22 4.92
C -1.36 1.28 3.82
N -1.77 0.96 2.54
N -2.99 0.63 2.41
C -3.40 0.35 1.09
C -4.77 0.15 0.92
C -5.26 -0.11 -0.34
C -4.37 -0.18 -1.41
C -3.03 0.03 -1.15
N -2.54 0.28 0.07
H 6.08 2.39 3.65
H 4.81 3.90 2.14
H 2.38 3.64 1.89
H 2.44 0.31 4.56
H 4.87 0.58 4.84
H 1.35 2.43 5.56
H -0.23 2.29 7.38
H -2.57 1.50 7.01
H -3.27 0.90 4.71
H -5.41 0.22 1.79
H -6.32 -0.27 -0.50
H -4.70 -0.38 -2.42
H -2.29 -0.03 -1.94
C 0.88 5.21 -0.64
C 0.55 3.88 -0.31
N 0.56 2.90 -1.18
C 0.90 3.17 -2.45
C 1.25 4.46 -2.89
C 1.23 5.49 -1.93
C 1.61 4.68 -4.26
C 1.62 3.66 -5.14
C 1.27 2.33 -4.74
C 1.27 1.25 -5.64
C 0.93 0.00 -5.20
C 0.59 -0.15 -3.84
N 0.58 0.83 -2.97
C 0.91 2.07 -3.40
H 0.85 5.98 0.12
H 0.28 3.61 0.71
H 1.49 6.50 -2.23
H 1.87 5.69 -4.56
H 1.89 3.83 -6.18
H 1.54 1.43 -6.68
H 0.91 -0.85 -5.86
H 0.31 -1.13 -3.46
C 6.74 -3.01 -0.72
C 6.76 -1.49 -0.70
N 5.69 -0.89 0.09
C 5.83 -0.93 1.54
C 4.96 -1.98 2.22
C 4.55 -0.38 -0.47
C 4.40 -0.50 -1.97
N 3.59 0.19 0.15
H 7.54 -3.40 -1.34
H 5.79 -3.38 -1.11
H 6.86 -3.42 0.29
H 6.72 -1.10 -1.71
H 7.71 -1.14 -0.28
H 5.61 0.06 1.94
H 6.88 -1.12 1.75
H 3.90 -1.82 2.02
H 5.11 -1.93 3.30
H 5.22 -2.98 1.88
H 4.61 -1.50 -2.34
H 5.08 0.18 -2.49
H 3.38 -0.21 -2.22
H 3.77 0.29 1.15
N 2.38 -3.03 -0.76
C 1.94 -2.91 0.31
H 2.78 -2.97 -1.67
C -2.26 -2.98 0.70
N -1.40 -4.08 0.31
C -0.69 -4.70 1.42
C -0.97 -4.20 -0.97
S -1.18 -2.97 -2.10
N -0.35 -5.37 -1.28
C 0.35 -5.51 -2.55
C -0.81 -6.63 -0.72
H -2.76 -3.25 1.63
H -3.00 -2.80 -0.08
H -1.70 -2.06 0.85
H -0.37 -3.92 2.11
H 0.21 -5.21 1.07
H -1.32 -5.41 1.96
H -0.34 -5.69 -3.37
H 1.04 -6.35 -2.46
H 0.90 -4.60 -2.77
H -1.67 -6.47 -0.08
H -0.03 -7.14 -0.15
H -1.12 -7.29 -1.54
*
```

Results
energy relative to the best compared isomer or geometry (same formula, charge and spin): 11.5 kcal/mol
frontier orbital gap: 5.8 eV
total energy: -71069.612 eV
LUMO energy: 0.025 eV
HOMO: -5.8 eV

Formula: C41H48F3N3O3S6SbSiTa
Source: the Open Molecules 2025 dataset
Level of theory: the ωB97M-V functional and the def2-TZVPD basis

```
! RIJCOSX wB97M-V def2-TZVPD def2/J DEFGRID3
* xyz 2 1
Ta -9.27 -16.79 -8.84
S -9.07 -15.39 -6.77
S -7.29 -14.33 -6.67
S -6.16 -16.02 -7.11
S -6.90 -16.53 -8.87
O -9.78 -18.12 -7.33
S -11.04 -18.53 -6.55
C -10.74 -18.06 -4.88
C -11.14 -19.28 -4.05
C -10.55 -20.48 -4.74
C -10.89 -20.34 -6.23
H -11.29 -17.14 -4.63
H -9.66 -17.87 -4.84
H -12.23 -19.35 -3.92
H -10.80 -19.19 -2.98
H -10.93 -21.45 -4.36
H -9.47 -20.50 -4.57
H -11.87 -20.73 -6.46
H -10.20 -20.75 -6.95
N -6.90 -16.06 -15.97
C -7.96 -16.63 -15.38
O -8.90 -17.11 -15.98
C -7.97 -16.73 -13.87
C -7.45 -15.80 -12.96
C -7.69 -15.96 -11.61
N -8.45 -16.93 -11.07
C -8.90 -17.84 -11.95
C -8.68 -17.81 -13.31
H -6.89 -16.06 -16.97
H -6.07 -15.78 -15.52
H -6.91 -14.95 -13.34
H -7.26 -15.17 -10.99
H -9.37 -18.72 -11.55
H -9.14 -18.58 -13.92
O -11.01 -18.11 -9.30
S -11.79 -18.33 -10.65
C -13.42 -18.74 -10.01
C -13.64 -20.23 -10.34
C -12.28 -20.84 -10.16
C -11.34 -20.01 -11.03
H -14.17 -18.05 -10.42
H -13.34 -18.52 -8.90
H -14.03 -20.36 -11.35
H -14.35 -20.66 -9.63
H -12.27 -21.88 -10.50
H -11.92 -20.83 -9.14
H -11.50 -20.16 -12.09
H -10.29 -20.11 -10.79
F -9.51 -25.96 -8.90
C -9.01 -24.71 -8.93
C -8.52 -24.10 -7.77
C -8.12 -22.78 -7.81
C -8.15 -22.06 -9.01
C -8.54 -22.73 -10.18
C -8.92 -24.07 -10.18
Sb -7.55 -19.94 -9.08
C -5.87 -20.19 -10.42
C -5.18 -21.41 -10.49
C -4.36 -21.71 -11.55
C -4.28 -20.81 -12.60
F -3.65 -21.13 -13.72
C -4.90 -19.59 -12.56
C -5.69 -19.28 -11.45
C -6.44 -19.79 -7.24
C -5.04 -19.75 -7.20
C -4.35 -19.45 -6.03
C -5.06 -19.27 -4.85
F -4.42 -18.98 -3.69
C -6.44 -19.37 -4.83
C -7.11 -19.58 -6.02
H -8.45 -24.71 -6.88
H -7.75 -22.34 -6.89
H -8.46 -22.19 -11.09
H -9.12 -24.65 -11.06
H -5.36 -22.12 -9.62
H -3.80 -22.62 -11.65
H -4.79 -18.89 -13.37
H -6.18 -18.31 -11.38
H -4.49 -19.91 -8.10
H -3.30 -19.36 -6.09
H -7.01 -19.15 -3.91
H -8.21 -19.61 -5.98
C -12.71 -15.66 -7.98
Si -11.98 -14.68 -9.35
C -13.00 -14.92 -10.87
C -11.93 -12.88 -8.88
N -10.27 -15.30 -9.67
C -9.70 -14.25 -10.47
C -10.01 -14.19 -11.83
C -9.45 -13.15 -12.57
C -8.55 -12.26 -11.98
C -8.22 -12.37 -10.62
C -8.82 -13.35 -9.85
H -13.74 -15.32 -7.90
H -12.20 -15.48 -7.02
H -12.78 -16.75 -8.11
H -14.08 -14.87 -10.67
H -12.79 -15.89 -11.34
H -12.82 -14.13 -11.62
H -12.97 -12.52 -8.78
H -11.41 -12.30 -9.66
H -11.37 -12.70 -7.92
H -10.73 -14.86 -12.27
H -9.72 -12.97 -13.64
H -8.21 -11.41 -12.58
H -7.53 -11.65 -10.16
H -8.68 -13.42 -8.78
*
```

Results
energy relative to the best compared isomer or geometry (same formula, charge and spin): 0.0 kcal/mol
frontier orbital gap: 6.6 eV
total energy: -143029.318 eV
LUMO energy: -6.235 eV
HOMO: -12.8 eV